Formula: C5H30N3O8
Source: OMol25
Level of theory: wB97M-V/def2-TZVPD

Last column: Mulliken charge in e.
Atoms and positions in Å:
C (0.4359, -0.9680, 3.6058)  -1.38
C (0.9697, -1.8186, 2.3086)  -0.43
C (1.8023, -0.7413, 1.4707)  -1.32
C (1.1639, 0.5076, 0.8780)  0.29
C (1.5069, 1.7276, 1.3225)  -0.66
N (0.9030, 3.0040, 0.9785)  -0.48
N (0.1423, 0.3233, -0.1472)  -0.69
N (-0.2529, -2.1719, 1.4249)  -0.72
H (-0.4694, -1.3763, 3.9686)  0.59
H (0.2678, 0.0234, 3.2675)  0.30
H (1.0853, -1.0493, 4.5447)  0.35
H (1.6399, -2.7390, 2.5972)  0.48
H (2.5904, -0.3211, 2.2013)  0.37
H (2.2859, -1.2979, 0.6537)  0.62
H (2.2023, 1.7351, 2.1508)  0.27
H (1.3374, 3.6827, 1.7419)  0.30
H (1.3046, 3.3763, 0.1271)  0.38
H (-0.3924, 1.1155, 0.0418)  0.51
H (0.6948, 0.4192, -0.9992)  -0.04
H (0.0822, -2.7871, 0.7304)  0.60
H (-1.1277, -2.4624, 1.8737)  0.80
H (-0.4909, -1.3080, 0.8895)  -0.16
H (-4.5043, -0.7920, -1.4577)  0.33
H (-3.2737, -0.6918, -0.7499)  0.27
O (-3.6071, -1.0327, -1.6535)  -0.59
H (-4.0244, -0.2317, 0.9707)  0.29
H (-2.5389, -0.2529, 1.6676)  0.22
O (-3.2518, -0.7384, 1.0421)  -0.51
H (-0.4015, 3.6864, -2.5773)  0.31
H (-1.0788, 2.4451, -3.0961)  0.27
O (-0.2762, 2.7564, -2.4911)  -0.60
H (-2.2143, -3.5131, -2.0617)  0.25
H (-2.0308, -2.0606, -2.4721)  0.32
O (-1.6356, -2.6505, -1.9471)  -0.47
H (1.6589, 2.9987, -2.3982)  0.32
H (2.5604, 1.9374, -1.7034)  0.26
O (2.2292, 2.8770, -1.6523)  -0.65
H (1.4899, -2.0422, -1.9503)  0.30
H (-0.0463, -2.1647, -2.5822)  0.39
O (0.9313, -2.1828, -2.7011)  -0.83
H (-2.1763, 1.3697, 2.7501)  0.14
H (-0.7743, 1.5023, 1.7651)  0.23
O (-1.3235, 0.9708, 2.3564)  -0.18
H (1.5108, -0.6392, -2.9614)  0.36
H (2.9725, 0.0039, -2.6204)  0.27
O (2.0639, 0.1378, -2.6556)  -0.68

HOMO energy (alpha / beta) = -2.465 / -8.835 eV
expectation value of S² = 0.7506
energy relative to the best compared isomer or geometry (same formula, charge and spin) = 3.075 eV
charge = 0
multiplicity = 2
E_LUMO (alpha / beta) = 0.2556 / 0.1245 eV
molecular weight = 260.31 Da

=====

Formula: C5H30NO10S
Source: OMol25
Level of theory: wB97M-V/def2-TZVPD

Last column: Mulliken charge in e.
Atoms and positions in Å:
C (2.9074, -0.6008, -0.8632)  -1.17
C (2.1872, -0.1969, 0.4987)  0.26
C (2.6835, -0.9265, 1.6726)  -0.72
C (1.8376, -0.4724, 2.8812)  -0.54
S (2.6120, 0.9086, 4.0066)  -0.17
N (0.7123, -0.3786, 0.4474)  0.13
C (-0.0510, 0.5222, -0.5015)  -0.14
O (-0.7315, -0.2388, -1.4029)  -0.76
H (2.2520, -0.7433, -1.6291)  0.11
H (3.6907, 0.0258, -1.1662)  0.48
H (3.3066, -1.7148, -0.8494)  0.33
H (2.3229, 0.8687, 0.7061)  0.33
H (2.5687, -2.0233, 1.5912)  0.38
H (3.7290, -0.7821, 1.8310)  0.41
H (1.6893, -1.2859, 3.6625)  0.39
H (0.8197, -0.2132, 2.6427)  0.07
H (2.8854, 2.0033, 3.1562)  0.14
H (0.3035, -1.3016, 0.0119)  0.31
H (-0.7283, 1.1031, 0.0635)  -0.07
H (0.7803, 1.1827, -1.0784)  0.33
H (1.8055, 0.3917, -3.9296)  0.37
H (3.0569, -0.3441, -3.5164)  0.34
O (2.7877, 0.5074, -3.8337)  -0.63
H (-2.9756, 1.3191, 0.3419)  0.38
H (-1.9952, 1.9150, 1.3544)  0.27
O (-2.7645, 1.6845, 1.2585)  -0.71
H (-0.8468, 0.8808, 3.4999)  0.28
H (-2.2382, 0.7902, 2.7835)  0.48
O (-1.7499, 0.6856, 3.6021)  -0.66
H (-3.4572, 0.2609, -1.3236)  0.43
H (-2.0159, -0.1873, -0.7744)  0.56
O (-3.1643, -0.1403, -0.4767)  -0.97
H (-1.8983, 0.7556, -3.0594)  0.20
H (-3.2497, 0.6177, -3.7289)  0.28
O (-2.8063, 0.7540, -2.9027)  -0.63
H (-0.5781, -0.0876, -2.6831)  0.62
H (-0.0456, -0.5604, -4.3590)  0.26
O (-0.2744, 0.1703, -3.7586)  -0.94
H (-1.9286, -3.0539, 2.4792)  0.26
H (-1.9474, -2.5603, 3.6757)  0.32
O (-1.7180, -3.3820, 3.2541)  -0.59
H (-1.9194, -2.7707, -0.6872)  0.22
H (-2.7796, -1.7641, -0.0735)  0.39
O (-2.3369, -2.5459, 0.0504)  -0.64
H (-0.3777, 2.8565, -1.2418)  0.34
H (-0.3609, 4.4534, -0.9190)  0.30
O (0.0009, 3.6178, -0.7130)  -0.61

HOMO energy (alpha / beta) = -10.083 / -10.036 eV
expectation value of S² = 0.7551
energy relative to the best compared isomer or geometry (same formula, charge and spin) = 5.004 eV
charge = 0
multiplicity = 2
E_LUMO (alpha / beta) = 0.0280 / -4.7014 eV
molecular weight = 296.36 Da

=====

Formula: C5H30NO12
Source: OMol25
Level of theory: wB97M-V/def2-TZVPD

Last column: Mulliken charge in e.
Atoms and positions in Å:
C (-0.2471, -0.6329, -0.6776)  0.30
N (0.2441, 0.7713, -0.4497)  0.38
C (-0.7086, 1.6517, -0.0163)  -0.08
O (-0.4332, 2.5304, 0.7805)  -0.70
C (0.8925, -1.5668, -1.0230)  -0.87
C (1.4449, -2.4149, 0.1195)  -0.44
C (2.8005, -1.9810, 0.5559)  -0.75
O (2.8344, -0.7181, 1.1857)  -0.48
H (-0.9724, -0.8749, 0.0931)  -0.38
H (-1.0008, -0.4589, -1.4640)  0.49
H (1.1467, 0.8776, -0.0040)  -0.09
H (-1.7012, 1.5776, -0.4364)  0.43
H (1.6297, -0.9440, -1.5353)  0.32
H (0.6137, -2.2240, -1.8486)  0.42
H (0.6831, -2.4388, 0.9017)  0.21
H (1.4785, -3.4769, -0.1254)  0.41
H (3.5093, -2.6154, 1.1249)  0.33
H (3.5195, -1.9790, -0.2815)  0.37
H (3.9289, 2.6508, -1.2262)  0.41
H (2.8779, 3.2397, -2.1117)  0.28
O (3.7746, 2.8923, -2.1634)  -0.67
H (-0.5917, 0.3769, 2.3389)  0.42
H (-2.9221, 0.3943, 2.3275)  0.16
O (-2.3588, 0.2663, 1.5575)  -1.11
H (-3.4944, 0.3982, 0.3769)  0.52
H (-4.3707, -0.5493, -0.3998)  0.43
O (-4.3541, 0.3853, -0.1343)  -0.85
H (1.4073, 1.4055, 2.5457)  0.33
H (1.1241, 2.6682, 1.6869)  0.51
O (1.8080, 2.1977, 2.2035)  -0.82
H (-3.5984, 1.4902, -2.9433)  0.27
H (-3.8676, 1.3345, -1.4524)  0.42
O (-3.4357, 1.9461, -2.1119)  -0.68
H (-2.4778, -1.0569, 1.4883)  0.41
H (-2.7262, -2.1249, 2.6982)  0.25
O (-2.5404, -2.1467, 1.7779)  -0.83
H (3.7605, 0.7777, 0.5332)  0.30
H (2.8115, 1.8442, 0.7647)  0.39
O (3.4402, 1.5651, 0.0521)  -0.73
H (-0.2660, -1.0473, 2.5710)  0.28
H (2.0614, -0.5488, 1.7343)  0.31
O (0.1546, -0.1815, 2.6674)  -0.78
H (0.5726, 1.6687, -3.2884)  0.32
H (1.9463, 1.1257, -3.3253)  0.32
O (1.2081, 1.3205, -3.8897)  -0.65
H (-2.7034, -2.4885, -0.9984)  0.28
H (-3.3446, -2.5107, 0.3933)  0.40
O (-3.5578, -2.3760, -0.5718)  -0.74

HOMO energy = -6.788 eV
energy relative to the best compared isomer or geometry (same formula, charge and spin) = 2.485 eV
charge = -1
E_LUMO = 2.7829 eV
molecular weight = 296.29 Da

=====

Formula: C5H30O12
Source: OMol25
Level of theory: wB97M-V/def2-TZVPD

Last column: Mulliken charge in e.
Atoms and positions in Å:
O (-0.4107, 1.0532, 0.9070)  -0.82
C (0.5861, 0.3525, 0.8339)  0.73
O (1.7642, 0.8859, 0.4790)  -0.36
C (0.6372, -1.0951, 0.8407)  -0.45
C (1.2242, -1.7968, -0.5001)  0.61
C (0.2688, -1.7070, -1.6920)  -1.18
C (1.3406, -3.2267, -0.1139)  -1.70
H (1.6917, 1.8859, 0.7463)  0.49
H (1.3710, -1.4670, 1.5604)  0.58
H (-0.3284, -1.6136, 1.1073)  -0.27
H (2.0902, -1.1348, -0.5685)  0.54
H (-0.4662, -2.5408, -1.8249)  0.43
H (-0.2496, -0.6924, -1.6584)  0.10
H (0.7489, -1.7960, -2.6929)  0.30
H (1.9837, -3.4779, 0.7452)  0.43
H (0.4328, -3.8441, -0.1745)  0.39
H (1.8082, -3.7825, -0.9438)  0.43
H (-4.2238, 1.7166, -0.4639)  0.32
H (-2.7765, 2.3271, -0.9661)  0.31
O (-3.6730, 2.0811, -1.1681)  -0.60
H (-2.0873, 0.1672, 3.7170)  0.33
H (-3.0917, -0.7750, 4.5188)  0.33
O (-2.1551, -0.5337, 4.3900)  -0.66
H (-2.0830, 0.3264, 0.9778)  0.44
H (-3.5505, 0.0702, 0.4559)  0.21
O (-3.0253, 0.1505, 1.2511)  -0.60
H (4.2567, 2.5235, -1.7468)  0.32
H (3.9539, 3.3090, -3.0468)  0.29
O (3.5396, 2.7780, -2.3584)  -0.62
H (1.6592, 3.6523, -2.3846)  0.36
H (0.0734, 3.7495, -2.1361)  0.31
O (0.9052, 4.1760, -1.9292)  -0.65
H (5.2060, 1.7131, 0.9257)  0.27
H (4.0035, 2.7103, 0.7842)  0.34
O (4.5600, 2.0789, 0.3163)  -0.60
H (2.4172, 3.4059, -0.1852)  0.34
H (1.5722, 4.0145, 1.1424)  0.28
O (2.1650, 3.3468, 0.7624)  -0.76
H (-2.0911, -1.1735, -1.9159)  0.18
H (-2.2031, -0.5999, -3.2346)  0.36
O (-2.5113, -1.3728, -2.7518)  -0.57
H (-2.4063, -1.5812, 2.4247)  0.25
H (-1.6798, -2.9288, 2.8519)  0.27
O (-2.3331, -2.5266, 2.2611)  -0.66
H (-2.9464, -2.3097, -0.2710)  0.20
H (-3.0073, -3.2422, 0.8688)  0.42
O (-2.9601, -3.2564, -0.1405)  -0.65

HOMO energy = -10.165 eV
energy relative to the best compared isomer or geometry (same formula, charge and spin) = 0.000 eV
charge = 0
SMILES = CC(C)CC(=O)O.O.O.O.O.O.O.O.O.O.O
E_LUMO = -0.0101 eV
molecular weight = 282.28 Da

=====

Formula: C5H30O9S
Source: OMol25
Level of theory: wB97M-V/def2-TZVPD

Last column: Mulliken charge in e.
Atoms and positions in Å:
C (-3.1372, 1.1377, 0.2855)  -1.35
C (-2.8905, -0.0355, -0.5814)  -0.92
C (-1.6877, -0.9361, -0.1298)  0.92
C (-0.3609, -0.4101, -0.4551)  -0.17
S (1.0089, -1.4532, -0.6158)  0.02
C (0.4667, -2.5370, -1.8604)  -0.99
H (-3.6776, 0.7404, 1.1552)  0.37
H (-2.2780, 1.7072, 0.6612)  0.57
H (-3.8271, 1.7666, -0.2803)  0.31
H (-2.9870, 0.3592, -1.6256)  0.35
H (-3.8004, -0.7474, -0.6061)  0.33
H (-1.9786, -1.7981, -0.6530)  0.20
H (-1.7814, -1.0603, 1.0035)  -0.78
H (-0.2542, 0.2539, -1.2752)  0.14
H (-0.2197, 0.1840, 0.5750)  0.40
H (1.0609, -3.5621, -1.5862)  0.28
H (0.5789, -2.2203, -2.9033)  0.29
H (-0.5272, -2.9468, -1.8296)  0.28
H (-2.7822, -3.8583, 1.7862)  0.30
H (-2.5675, -4.7184, 0.5001)  0.32
O (-3.0079, -3.8698, 0.8170)  -0.60
H (1.5695, 1.8118, -2.5591)  0.39
H (0.9645, 2.6683, -3.7035)  0.30
O (0.6686, 2.1240, -2.9114)  -0.74
H (0.7026, -2.0371, 2.7953)  0.37
H (1.7456, -1.2875, 1.8700)  0.30
O (1.3996, -1.3549, 2.7629)  -0.65
H (-1.1431, 2.0710, -0.5093)  0.00
H (-0.2552, 2.6203, -1.5448)  0.55
O (-0.7260, 2.9485, -0.7566)  -0.74
H (-1.3099, -3.0371, 3.8010)  0.30
H (-1.3469, -2.0194, 2.6115)  0.38
O (-0.8710, -2.7417, 2.9952)  -0.68
H (1.3032, 4.2566, 0.7827)  0.28
H (0.2545, 3.2485, 0.2692)  0.44
O (1.2640, 3.3093, 0.6503)  -0.71
H (3.7093, 1.6423, 0.4026)  0.23
H (2.4361, 2.4301, 0.0832)  0.44
O (3.1003, 1.7145, -0.2941)  -0.75
H (3.1666, -0.2731, 3.8131)  0.32
H (3.9544, 0.2659, 2.5728)  0.28
O (4.0074, -0.1338, 3.3805)  -0.62
H (3.4779, 1.5460, -3.7300)  0.36
H (3.2428, 1.9216, -2.1463)  0.38
O (3.3352, 2.3101, -3.0172)  -0.70

HOMO energy = -8.659 eV
charge = 0
SMILES = CCCCSC.O.O.O.O.O.O.O.O.O
E_LUMO = 0.0811 eV
molecular weight = 266.35 Da

=====

Formula: C5H31N2O8S
Source: OMol25
Level of theory: wB97M-V/def2-TZVPD

Last column: Mulliken charge in e.
Atoms and positions in Å:
N (-1.2405, 0.1609, 1.0590)  -0.11
C (-0.6098, -1.0991, 0.3883)  0.14
C (0.9089, -0.9503, 0.6469)  -0.57
C (1.4986, -0.9687, 2.0462)  -0.53
S (3.2790, -1.2554, 2.1639)  -0.28
C (-0.9334, -0.8459, -1.1225)  -1.50
N (-0.5772, -2.0103, -1.9224)  -0.20
C (-0.3860, -1.5547, -3.4116)  -0.83
H (-1.7038, -0.0153, 2.0405)  0.41
H (-0.5892, 0.9958, 1.0368)  0.34
H (-2.0155, 0.5859, 0.3365)  0.30
H (-0.9381, -2.1597, 0.7713)  0.26
H (1.3268, 0.0067, 0.2923)  0.19
H (1.2072, -1.8740, -0.0259)  0.48
H (1.2341, -0.0093, 2.6559)  0.16
H (0.9476, -1.7773, 2.6257)  0.36
H (3.6733, -2.2800, 1.2264)  0.17
H (-1.9567, -0.5284, -1.1439)  0.28
H (-0.2694, -0.1092, -1.4576)  0.66
H (-1.2899, -2.6646, -1.7321)  0.27
H (0.5434, -0.7970, -3.4811)  0.26
H (-1.3299, -1.1779, -3.8000)  0.40
H (-0.3400, -2.4716, -4.0225)  0.33
H (0.9929, -2.9859, -1.9527)  0.48
H (2.3822, -2.4443, -2.2994)  0.30
O (1.9613, -3.1716, -1.8033)  -0.71
H (2.3403, 3.9882, 2.4914)  0.27
H (3.2081, 2.9543, 1.9744)  0.33
O (2.3962, 3.5753, 1.7138)  -0.63
H (1.1981, 4.2050, -0.9222)  0.34
H (1.3163, 3.4061, 0.3112)  0.34
O (0.9687, 3.2837, -0.5650)  -0.69
H (-3.8706, 0.3146, 3.4716)  0.27
H (-3.9979, 0.6395, 2.1032)  0.28
O (-3.3020, 0.3855, 2.7542)  -0.60
H (-0.5425, 2.7832, -0.1897)  0.33
H (-2.0229, 2.7830, -0.7519)  0.26
O (-1.3612, 2.2595, -0.1593)  -0.61
H (3.9994, 0.5632, -2.5790)  0.31
H (3.0981, 1.3889, -3.3634)  0.29
O (3.7561, 0.7399, -3.4876)  -0.61
H (-0.6755, 2.6891, 3.8699)  0.30
H (-1.6329, 2.1132, 2.8361)  0.31
O (-0.7914, 2.5835, 2.9315)  -0.55
H (-2.9096, -3.8029, -0.2832)  0.29
H (-3.9503, -2.5791, -0.6981)  0.27
O (-3.0003, -2.8725, -0.5728)  -0.58

HOMO energy = -11.456 eV
energy relative to the best compared isomer or geometry (same formula, charge and spin) = 2.655 eV
charge = +1
E_LUMO = -2.9884 eV
molecular weight = 279.38 Da